Formula: C38H44BN9O2SiSn
Source: the OMol25 dataset
Level of theory: ωB97M-V/def2-TZVPD

## Properties
LUMO level (alpha / beta) = -7.90 / -10.98 eV
ΔE to the lowest compared entry with this formula, charge and spin = 88.1 kJ/mol
maximum force = 0.94 eV Å⁻¹
net charge = +3
expectation value of S² = 0.76
Kohn-Sham gap (alpha / beta) = 7.73 / 4.65 eV
multiplicity = 2

The geometry in XYZ format:
```
96
Properties=species:S:1:pos:R:3:forces:R:3
Sn -0.1758 -0.2990 0.1474 -0.07 -0.50 -0.27
C -3.4324 -0.6465 1.8715 0.08 0.00 -0.04
C -3.0568 -1.8379 1.0561 0.06 -0.05 -0.08
C -3.7937 -2.9937 0.7703 0.06 -0.03 -0.03
C -2.9767 -3.7440 -0.0440 -0.21 0.08 0.04
N -1.8173 -3.0785 -0.2260 0.01 -0.36 -0.14
N -1.8704 -1.9096 0.4505 0.15 0.24 0.11
B -0.5752 -3.4536 -1.0712 -0.06 0.90 0.28
N -0.4583 -2.4213 -2.2301 -0.03 -0.28 -0.38
C -0.4172 -2.5193 -3.5781 -0.07 0.23 0.25
C -0.5866 -1.2681 -4.1284 0.12 -0.13 -0.01
C -0.7248 -0.4025 -3.0435 -0.04 -0.12 -0.02
C -1.0429 1.0534 -3.0463 0.02 -0.08 0.05
N -0.6342 -1.1038 -1.9125 0.11 0.08 0.54
N 0.6787 -3.3574 -0.1723 0.00 -0.36 -0.02
C 1.5739 -4.2995 0.1849 0.19 0.09 0.04
C 2.4113 -3.7785 1.1445 -0.01 -0.03 -0.07
C 1.9675 -2.4671 1.3424 -0.04 -0.07 -0.02
C 2.4737 -1.4446 2.3003 -0.06 -0.03 -0.07
N 0.9235 -2.2354 0.5427 -0.05 0.42 -0.12
N -0.7562 -4.9517 -1.4479 -0.06 -0.29 -0.49
C -0.9130 -5.9795 -0.4834 -0.04 -0.25 0.56
C -1.1318 -7.1469 -1.1223 0.08 0.31 -0.39
C -1.0998 -6.7941 -2.5014 -0.14 -0.79 0.32
C -1.2758 -7.6430 -3.6713 0.00 0.02 -0.16
N -0.8734 -5.4336 -2.6345 0.18 0.89 -0.06
H -4.4124 -0.7829 2.3206 0.00 0.01 0.01
H -3.4640 0.2469 1.2440 -0.04 0.02 0.04
H -2.7054 -0.4801 2.6684 -0.05 0.03 0.03
H -4.7837 -3.2445 1.1103 0.01 0.02 -0.01
H -3.1713 -4.6994 -0.5042 0.00 0.03 -0.02
H -0.2838 -3.4598 -4.0639 -0.02 -0.34 -0.10
H -0.6141 -1.0171 -5.1748 -0.03 -0.02 0.00
H -0.3846 1.6068 -3.7130 -0.01 0.00 0.02
H -0.9822 1.4763 -2.0415 0.01 0.10 -0.05
H -2.0620 1.1920 -3.4091 -0.01 0.05 0.04
H 1.5878 -5.2786 -0.2660 -0.02 0.02 -0.03
H 3.2297 -4.2780 1.6341 0.00 0.02 0.01
H 3.5386 -1.2640 2.1606 0.00 0.03 -0.04
H 2.3335 -1.7939 3.3234 -0.01 0.04 0.01
H 1.9340 -0.5046 2.1742 0.09 0.05 0.07
H -0.8575 -5.7613 0.5719 0.01 0.09 -0.03
H -1.2871 -8.1272 -0.7037 0.00 0.03 0.01
H -1.3128 -8.6943 -3.4021 0.01 0.00 -0.03
H -0.4853 -7.4545 -4.4056 0.00 -0.01 0.03
H -2.2090 -7.3739 -4.1872 0.01 0.03 0.04
C 4.0037 -1.1795 -1.8405 -0.09 -0.10 0.06
N 3.7354 0.2042 -2.2288 0.07 -0.06 0.09
C 4.6507 0.8760 -3.1548 -0.02 0.15 -0.11
C 2.6432 0.7802 -1.7449 0.05 0.10 -0.07
C 2.2830 2.1733 -2.1739 0.01 -0.02 0.04
O 1.9056 0.1499 -0.9473 -0.19 -0.18 0.15
H 4.9905 -1.4722 -2.1816 0.03 0.07 -0.03
H 3.2636 -1.8512 -2.2807 0.00 0.02 0.01
H 3.9528 -1.2814 -0.7573 0.01 0.00 -0.01
H 5.5188 0.2458 -3.3109 -0.01 -0.05 0.01
H 4.9988 1.8237 -2.7474 0.00 -0.03 0.02
H 4.1812 1.0587 -4.1217 -0.01 -0.02 0.02
H 3.1483 2.7987 -2.3735 -0.01 0.02 0.01
H 1.6730 2.6300 -1.3973 -0.01 0.00 -0.01
H 1.6920 2.1164 -3.0902 0.07 0.02 -0.01
O -1.0850 3.3152 0.9639 0.07 0.32 0.32
Si -0.1976 3.3675 2.2704 0.05 -0.22 -0.01
C -1.9657 3.9728 0.0936 -0.18 0.05 -0.27
C -3.3268 3.8621 0.3114 0.09 -0.11 0.12
C -4.1897 4.5184 -0.5536 0.00 0.06 -0.07
C -3.6870 5.2675 -1.6091 -0.01 -0.02 0.00
C -2.3159 5.3657 -1.8060 -0.09 0.00 -0.04
C -1.4407 4.7111 -0.9524 0.15 -0.14 0.13
C 1.5560 3.8586 2.0185 -0.28 -0.13 0.18
C 2.4957 2.9311 1.5505 -0.23 -0.04 -0.04
C 3.8174 3.3066 1.3934 0.04 -0.03 0.00
C 4.2130 4.6041 1.6949 0.01 -0.02 -0.01
C 3.2872 5.5321 2.1509 0.05 0.04 0.00
C 1.9640 5.1631 2.3236 -0.18 -0.08 0.06
C -1.0093 2.7813 3.8115 0.24 0.18 -0.21
C -1.8068 3.6538 4.5623 0.03 0.04 -0.20
C -2.4243 3.2052 5.7175 -0.04 0.01 0.06
C -2.2491 1.8935 6.1361 0.03 0.00 -0.02
C -1.4555 1.0224 5.3998 -0.01 -0.07 0.03
C -0.8323 1.4613 4.2460 0.14 0.08 -0.17
H -3.6988 3.2893 1.1520 0.00 0.00 -0.02
H -5.2580 4.4544 -0.3977 0.01 -0.01 0.02
H -4.3662 5.7803 -2.2761 0.01 0.01 0.01
H -1.9312 5.9589 -2.6244 0.04 0.00 0.02
H -0.3664 4.7764 -1.0752 -0.01 0.04 -0.03
H 2.1884 1.9182 1.3057 0.08 -0.01 -0.02
H 4.5440 2.5830 1.0471 0.02 0.02 0.00
H 5.2509 4.8874 1.5809 -0.01 0.03 -0.01
H 3.5952 6.5426 2.3820 0.01 -0.01 0.00
H 1.2528 5.8923 2.6958 0.05 0.04 0.01
H -1.9451 4.6834 4.2514 -0.06 0.00 0.03
H -3.0405 3.8831 6.2921 0.02 0.00 0.02
H -2.7224 1.5480 7.0454 -0.02 0.02 -0.01
H -1.3152 0.0027 5.7331 0.00 0.01 0.02
H -0.1999 0.7821 3.6814 0.00 -0.04 0.07
```
Positions in Å, forces in eV/Å.



Formula: C5H8N2O2
Source: the OMol25 dataset
Level of theory: ωB97M-V/def2-TZVPD

## Properties
LUMO level = 0.57 eV
ΔE to the lowest compared entry with this formula, charge and spin = 390.1 kJ/mol
maximum force = 1.24 eV Å⁻¹
net charge = 0
Kohn-Sham gap = 8.64 eV
multiplicity = 1

The geometry in XYZ format:
```
17
Properties=species:S:1:pos:R:3:forces:R:3
C -1.6673 0.3847 -1.7313 0.17 0.07 0.02
C 0.5130 0.7254 -0.2572 -1.07 0.61 0.06
C 1.4922 -0.8179 0.5060 -0.06 -0.41 -0.03
C -0.4366 0.0018 0.4896 0.74 0.28 -0.18
N 2.4345 -0.1752 1.2225 -0.12 0.21 0.03
N -1.2734 -0.0390 1.5221 0.09 -0.18 0.15
C -0.4835 -0.2026 -0.9917 0.44 -0.34 -0.06
O 1.1187 1.8020 -0.3363 0.18 -0.58 0.11
O 1.4690 -1.9865 0.2247 -0.13 0.34 -0.06
H 3.2819 -0.6774 1.4462 -0.12 -0.02 -0.06
H 2.4922 0.8289 1.1072 -0.08 -0.04 -0.02
H -1.0993 0.5377 2.3325 -0.04 -0.07 -0.12
H -1.8639 -0.8495 1.6506 0.10 0.13 0.02
H -0.0873 -1.1333 -1.3937 -0.13 -0.04 0.07
H -1.3745 0.6243 -2.7548 -0.02 0.02 0.04
H -2.4963 -0.3249 -1.7810 0.06 0.02 0.05
H -2.0195 1.3015 -1.2554 0.00 -0.01 -0.03
```
Positions in Å, forces in eV/Å.



Formula: C60H50AsGeN3O2PtSe
Source: the OMol25 dataset
Level of theory: ωB97M-V/def2-TZVPD

## Properties
LUMO level (alpha / beta) = 4.03 / 4.03 eV
maximum force = 0.91 eV Å⁻¹
net charge = -2
expectation value of S² = 6.03
Kohn-Sham gap (alpha / beta) = 4.20 / 5.73 eV
multiplicity = 5

The geometry in XYZ format:
```
119
Properties=species:S:1:pos:R:3:forces:R:3
Pt 1.5609 0.6710 -1.0863 -0.39 -0.11 0.24
C 2.8127 -1.9530 -3.0057 -0.05 0.04 0.01
C 4.2038 -1.4345 -2.7784 -0.01 -0.03 -0.07
C 5.1845 -1.7437 -3.7168 0.00 0.01 0.00
C 6.4820 -1.2759 -3.5994 -0.02 0.01 0.03
C 6.7941 -0.4472 -2.5331 0.02 -0.01 -0.02
C 5.8436 -0.1096 -1.5799 0.11 0.04 0.07
C 6.2015 0.8591 -0.4897 0.14 0.04 -0.04
C 4.5414 -0.6417 -1.6682 0.00 0.06 0.04
N 3.5920 -0.2548 -0.7109 -0.30 -0.13 -0.10
C 3.8865 -0.3874 0.5814 0.12 0.01 0.11
O 4.7870 -1.0993 1.0664 -0.14 -0.16 -0.02
C 3.0716 0.4655 1.5392 -0.06 -0.10 -0.05
C 3.5031 0.5670 2.8422 -0.05 -0.04 0.10
C 2.7418 1.3598 3.7394 0.02 -0.02 0.00
C 1.6417 2.0149 3.2786 -0.04 0.01 -0.02
C 1.2719 1.9301 1.9073 -0.09 0.01 0.11
N 1.9931 1.1017 1.0646 0.21 0.09 0.01
C 0.2002 2.7520 1.4322 0.09 -0.06 -0.12
O -0.4820 3.4842 2.1654 -0.04 0.09 0.06
N -0.0701 2.6487 0.0225 -0.40 -0.10 0.21
C -0.1741 3.7661 -0.7806 0.02 -0.01 -0.05
C 0.4348 4.9855 -0.3380 0.00 -0.03 -0.02
C 1.5197 5.0335 0.7097 -0.01 -0.04 0.02
C 0.1213 6.1820 -0.9526 0.01 0.03 -0.04
C -0.6809 6.2441 -2.0838 0.03 0.01 0.02
C -1.0566 5.0447 -2.6458 -0.03 -0.02 0.01
C -0.7869 3.8034 -2.0660 -0.01 0.08 0.04
C -1.1289 2.6449 -2.9855 -0.05 -0.02 0.17
H 2.7112 -2.2987 -4.0365 -0.01 -0.01 0.00
H 2.0651 -1.1742 -2.8289 0.05 -0.06 -0.01
H 2.5842 -2.7907 -2.3483 -0.03 -0.08 0.13
H 4.9074 -2.3621 -4.5645 0.00 0.00 -0.01
H 7.2295 -1.5291 -4.3420 0.01 0.00 -0.01
H 7.7916 -0.0292 -2.4422 0.01 0.00 -0.01
H 7.1246 1.3836 -0.7414 0.01 0.03 -0.03
H 6.3295 0.3506 0.4688 0.02 0.03 -0.08
H 5.4051 1.5954 -0.3595 -0.01 0.02 0.00
H 4.3838 0.0200 3.1423 0.01 -0.01 -0.02
H 3.0373 1.4468 4.7790 0.00 0.00 0.01
H 1.0347 2.6453 3.9138 -0.01 0.01 0.01
H 2.1372 4.1349 0.6787 0.01 -0.01 -0.03
H 1.1256 5.1256 1.7224 0.00 -0.01 0.03
H 2.1678 5.8861 0.4970 -0.01 0.01 0.03
H 0.5716 7.0874 -0.5580 0.00 0.01 0.00
H -0.9241 7.1891 -2.5540 0.00 0.01 0.00
H -1.5767 5.0398 -3.5998 0.00 0.00 -0.01
H -0.9818 1.6665 -2.5507 0.06 -0.04 0.01
H -2.1603 2.7365 -3.3415 -0.02 -0.07 0.01
H -0.4732 2.6923 -3.8568 0.00 -0.01 -0.04
Se 2.3723 2.0236 -2.8123 -0.07 0.14 -0.19
C -0.4932 1.2521 -0.3116 0.64 0.54 -0.36
Ge -2.4643 1.1715 -0.3028 -0.08 -0.18 0.11
C -3.4733 0.4769 -1.8497 0.11 -0.01 -0.05
C -4.7938 0.8494 -2.0935 -0.06 -0.06 0.05
C -5.5142 0.2967 -3.1468 -0.03 0.02 0.01
C -4.9230 -0.6415 -3.9795 0.02 -0.03 -0.01
C -3.6041 -1.0174 -3.7568 -0.03 0.01 -0.02
C -2.8940 -0.4602 -2.7039 0.09 0.12 -0.10
C -3.3979 2.8326 0.2282 0.03 0.02 -0.11
C -3.8082 3.7790 -0.7099 0.02 0.02 0.02
C -4.4402 4.9535 -0.3268 0.00 -0.01 0.00
C -4.6841 5.2025 1.0160 -0.01 0.00 0.00
C -4.2966 4.2666 1.9629 0.00 0.02 0.01
C -3.6631 3.0959 1.5700 0.07 -0.01 0.09
C -2.9767 -0.0255 1.1930 -0.04 0.05 0.06
C -2.2572 0.0133 2.3903 0.04 0.00 -0.02
C -2.7268 -0.6127 3.5377 0.01 -0.01 -0.03
C -3.9353 -1.2935 3.5099 0.00 -0.04 0.00
C -4.6564 -1.3585 2.3259 -0.02 -0.02 -0.01
C -4.1783 -0.7330 1.1821 -0.01 0.03 -0.03
H -0.3612 0.7338 0.6427 0.02 -0.09 -0.09
H -5.2715 1.5801 -1.4504 0.00 0.01 0.00
H -6.5395 0.6047 -3.3178 -0.01 0.00 0.00
H -5.4814 -1.0701 -4.8037 0.00 0.00 0.00
H -3.1256 -1.7369 -4.4113 0.01 0.00 0.00
H -1.8545 -0.7302 -2.5626 0.02 0.03 0.02
H -3.6238 3.6130 -1.7619 0.06 -0.03 -0.10
H -4.7238 5.6780 -1.0808 -0.01 0.02 0.00
H -5.1630 6.1254 1.3232 0.00 0.00 0.00
H -4.4686 4.4541 3.0164 0.00 0.00 0.00
H -3.3534 2.3921 2.3337 0.01 0.02 -0.04
H -1.3240 0.5657 2.4451 0.02 0.03 0.03
H -2.1472 -0.5610 4.4513 0.02 -0.01 0.01
H -4.3114 -1.7756 4.4056 0.00 -0.01 0.00
H -5.5961 -1.8990 2.2922 -0.01 -0.01 0.00
H -4.7608 -0.7862 0.2679 0.00 0.00 0.00
C 3.2508 -6.2826 -0.5238 0.03 0.00 0.01
C 1.8755 -6.2360 -0.6923 -0.02 0.00 0.00
C 1.1760 -5.0655 -0.4231 -0.01 -0.05 -0.03
C 1.8477 -3.9310 0.0176 0.07 0.14 -0.01
C 3.2319 -3.9794 0.1842 -0.01 0.01 -0.06
C 3.9248 -5.1511 -0.0840 0.03 -0.01 -0.01
As 0.9567 -2.2055 0.4125 0.06 -0.28 0.17
C 0.7114 -2.6412 2.3083 -0.09 0.03 -0.08
C 1.6300 -2.4509 3.3269 -0.04 -0.01 0.02
C 1.2854 -2.8094 4.6246 0.04 0.03 0.02
C 0.0331 -3.3476 4.8973 -0.02 -0.01 -0.02
C -0.8860 -3.5409 3.8756 0.04 -0.02 0.01
C -0.5485 -3.1899 2.5735 -0.05 -0.01 -0.03
C -1.4141 -3.3462 1.3864 0.00 0.04 0.08
C -2.6824 -3.9134 1.3601 0.02 -0.01 0.01
C -3.3698 -4.0097 0.1584 0.00 0.01 -0.01
C -2.8047 -3.5420 -1.0211 -0.03 0.00 0.00
C -1.5349 -2.9788 -1.0009 -0.01 0.02 0.05
C -0.8469 -2.8832 0.1960 -0.02 0.00 -0.08
H 3.7961 -7.1936 -0.7416 0.00 0.00 0.00
H 1.3388 -7.1122 -1.0381 0.00 0.00 0.00
H 0.1022 -5.0458 -0.5648 0.03 -0.02 0.01
H 3.7836 -3.1014 0.5046 0.02 0.08 0.01
H 5.0009 -5.1675 0.0374 0.01 -0.01 0.01
H 2.6000 -2.0178 3.1145 0.02 0.03 0.00
H 1.9953 -2.6540 5.4283 -0.01 0.00 0.00
H -0.2320 -3.6112 5.9146 0.01 0.00 0.00
H -1.8639 -3.9526 4.0961 -0.01 0.01 0.00
H -3.1437 -4.2704 2.2726 0.00 0.01 0.01
H -4.3648 -4.4382 0.1451 -0.01 0.00 0.00
H -3.3592 -3.5994 -1.9499 0.00 0.00 0.00
H -1.0752 -2.6178 -1.9131 -0.02 -0.04 -0.01
```
Positions in Å, forces in eV/Å.



Formula: C3H9NS2
Source: the OMol25 dataset
Level of theory: ωB97M-V/def2-TZVPD

## Properties
LUMO level (alpha / beta) = -5.52 / -8.17 eV
ΔE to the lowest compared entry with this formula, charge and spin = 246.6 kJ/mol
maximum force = 4.22 eV Å⁻¹
net charge = +1
expectation value of S² = 0.75
Kohn-Sham gap (alpha / beta) = 7.46 / 4.80 eV
multiplicity = 2

The geometry in XYZ format:
```
15
Properties=species:S:1:pos:R:3:forces:R:3
C 0.3100 -0.9596 -1.6049 -2.38 1.24 -1.85
S 1.3812 -1.8353 -0.6072 2.37 -0.77 0.48
S 3.3401 -1.6510 -1.4131 -1.20 -2.01 3.52
H 0.3297 -1.3801 -2.6498 -0.10 0.55 0.94
H 0.6293 0.0777 -1.5698 0.23 0.34 -0.36
H -0.7926 -0.8318 -1.2530 1.99 -1.01 -0.06
H 3.1497 -0.9757 -2.4493 -0.93 1.78 -2.59
C -0.3331 0.7089 2.1156 2.38 -1.36 1.73
C -1.8902 1.4227 0.5389 0.08 -2.13 0.05
N -0.6530 1.2243 0.8267 -1.45 1.01 -0.51
H 0.1154 -0.3250 2.0657 -1.01 0.36 -0.46
H -1.1519 0.7005 2.8332 -0.04 0.00 0.04
H 0.6269 1.1108 2.6298 -1.79 0.53 -1.08
H -2.2278 1.7333 -0.4188 0.73 0.97 -1.18
H -2.8338 0.9804 0.9559 1.11 0.51 1.35
```
Positions in Å, forces in eV/Å.



> multiplicity of number 2 (C5H8N2O2)?

1



> Which of these has the lowest multiplicity?

C5H8N2O2



> Among the records above, which one has the lowest multiplicity?

C5H8N2O2



Please write out number 4 again, unchanged.
Formula: C3H9NS2
Source: the OMol25 dataset
Level of theory: ωB97M-V/def2-TZVPD

## Properties
LUMO level (alpha / beta) = -5.52 / -8.17 eV
ΔE to the lowest compared entry with this formula, charge and spin = 246.6 kJ/mol
maximum force = 4.22 eV Å⁻¹
net charge = +1
expectation value of S² = 0.75
Kohn-Sham gap (alpha / beta) = 7.46 / 4.80 eV
multiplicity = 2

The geometry in XYZ format:
```
15
Properties=species:S:1:pos:R:3:forces:R:3
C 0.3100 -0.9596 -1.6049 -2.38 1.24 -1.85
S 1.3812 -1.8353 -0.6072 2.37 -0.77 0.48
S 3.3401 -1.6510 -1.4131 -1.20 -2.01 3.52
H 0.3297 -1.3801 -2.6498 -0.10 0.55 0.94
H 0.6293 0.0777 -1.5698 0.23 0.34 -0.36
H -0.7926 -0.8318 -1.2530 1.99 -1.01 -0.06
H 3.1497 -0.9757 -2.4493 -0.93 1.78 -2.59
C -0.3331 0.7089 2.1156 2.38 -1.36 1.73
C -1.8902 1.4227 0.5389 0.08 -2.13 0.05
N -0.6530 1.2243 0.8267 -1.45 1.01 -0.51
H 0.1154 -0.3250 2.0657 -1.01 0.36 -0.46
H -1.1519 0.7005 2.8332 -0.04 0.00 0.04
H 0.6269 1.1108 2.6298 -1.79 0.53 -1.08
H -2.2278 1.7333 -0.4188 0.73 0.97 -1.18
H -2.8338 0.9804 0.9559 1.11 0.51 1.35
```
Positions in Å, forces in eV/Å.